ORCA calculation (wB97M-V/def2-TZVPD) on the ion C6H12N with charge +1.

Output
Electronic energy   -7896.8170 eV
Energy relative to the best compared isomer or geometry (same formula, charge and spin)   74.82 kcal/mol
Orbital gap   10.466 eV
Structure (SMILES)   C=C[N+](C)=C(C)C
E_LUMO   -0.1576 Ha
HOMO   -14.7544 eV

ORCA input file:
```
! wB97M-V def2-TZVPD RIJCOSX def2/J DEFGRID3
* xyz 1 1
C 2.9196 0.1247 0.3746
C 1.6785 -0.0074 -0.1714
N 0.0579 0.5476 -0.0333
C -0.2682 1.9193 -0.1314
C -0.7703 -0.4783 -0.1446
C -2.1642 -0.0618 0.1015
C -0.3586 -1.8762 0.0061
H 3.6239 -0.4561 -0.1957
H 3.1687 0.3769 1.3969
H 1.6381 -0.4586 -1.1373
H -1.3528 2.2650 0.0354
H 0.0614 2.0949 -1.1926
H 0.2619 2.5289 0.5334
H -2.3868 0.6870 -0.6957
H -2.3424 0.5665 1.1080
H -2.8799 -0.9252 -0.0407
H -0.8597 -2.5492 -0.6785
H -0.7776 -2.2057 1.0474
H 0.7504 -2.0925 -0.1822
*
```

***

ORCA calculation (wB97M-V/def2-TZVPD) on a structure of composition C6H12N.

Output
Electronic energy   -7896.5066 eV
Energy relative to the best compared isomer or geometry (same formula, charge and spin)   81.98 kcal/mol
Orbital gap   10.703 eV
E_LUMO   -0.1586 Ha
HOMO   -15.0182 eV

ORCA input file:
```
! wB97M-V def2-TZVPD RIJCOSX def2/J DEFGRID3
* xyz 1 1
C -1.0039 -0.7757 1.1559
C -0.5855 1.0991 0.5944
C 0.2345 0.1583 -0.3017
C -1.7330 1.9129 0.0638
C 1.7617 0.4227 -0.2358
C 0.3543 -2.3265 -0.2603
N -0.0925 -1.0614 0.2789
H -1.2858 -1.5519 1.8663
H -0.1797 1.3957 1.5375
H -0.0362 0.3977 -1.3768
H -2.4047 1.6045 -0.6915
H -1.2148 2.6843 -0.4395
H -2.2301 2.3171 0.8265
H 2.1685 -0.1884 -1.0245
H 2.2293 0.2168 0.7838
H 1.7806 1.4163 -0.6292
H -0.2045 -2.4369 -1.2252
H -0.1095 -2.9665 0.5277
H 1.4227 -2.2432 -0.4241
*
```

***

ORCA calculation (wB97M-V/def2-TZVPD) on the ion C6H12N with charge +1.

Output
Electronic energy   -7896.2069 eV
Energy relative to the best compared isomer or geometry (same formula, charge and spin)   88.89 kcal/mol
Orbital gap   8.247 eV
E_LUMO   -0.1704 Ha
HOMO   -12.8839 eV

ORCA input file:
```
! wB97M-V def2-TZVPD RIJCOSX def2/J DEFGRID3
* xyz 1 1
C -1.6571 1.1773 0.7909
C -0.4897 -1.0033 0.8228
C -1.4315 0.0043 0.2198
C 0.9308 -0.9023 0.5672
C -2.0802 -0.4282 -1.0595
C 1.4114 0.2629 -0.1946
N 2.9275 0.2268 -0.1614
H -2.3189 1.9033 0.3564
H -1.2135 1.4467 1.7359
H -0.5194 -0.9826 1.9256
H -0.7928 -2.0370 0.6057
H -2.5593 0.4090 -1.5572
H -2.8425 -1.1774 -0.8467
H -1.3582 -0.8828 -1.7355
H 1.0658 1.2364 0.1615
H 1.0867 0.1570 -1.2343
H 3.1985 -0.7681 -0.0910
H 3.2771 0.7022 0.6785
H 3.3654 0.6558 -0.9839
*
```

***

What is the electronic energy in the first record?
-7896.8170 eV